[1]
{
  "formula": "C4H10FN2O",
  "method": "ωB97M-V/def2-TZVPD",
  "orbital_gap_ev": 11.96,
  "lumo_ev": -3.18,
  "total_charge": 1,
  "smiles": "CC(C)(F)C(=[NH2+])NO",
  "e_homo_ev": -15.1,
  "symbols": ["C", "C", "C", "C", "N", "N", "O", "F", "H", "H", "H", "H", "H", "H", "H", "H", "H", "H"],
  "xyz": [[-0.357, 0.467, -1.021], [1.314, -0.610, 0.773], [-0.866, 0.807, 1.742], [0.382, 0.610, 0.652], [-0.884, -0.639, -1.387], [-0.347, 1.484, -1.801], [-1.388, -0.747, -2.693], [1.102, 1.690, 0.643], [0.871, -1.384, 1.323], [2.190, -0.352, 1.227], [1.788, -1.062, -0.163], [-0.512, 1.200, 2.625], [-1.351, -0.225, 1.906], [-1.560, 1.437, 1.388], [-0.943, -1.556, -0.854], [0.066, 2.440, -1.419], [-0.849, 1.494, -2.674], [-0.993, -1.536, -2.981]],
  "mulliken_charge": [0.2880, -1.4795, -1.2721, 0.9792, -0.0550, -0.3624, -0.4057, -0.2895, 0.4180, 0.4834, 0.3257, 0.4494, 0.3160, 0.3905, 0.3169, 0.3084, 0.2373, 0.3513]
}

---

[2]
{
  "formula": "C4H10FNO2S",
  "method": "ωB97M-V/def2-TZVPD",
  "orbital_gap_ev": 11.08,
  "lumo_ev": 0.38,
  "smiles": "CC(C)CNS(=O)(=O)F",
  "e_homo_ev": -10.7,
  "symbols": ["C", "C", "C", "C", "N", "S", "O", "O", "F", "H", "H", "H", "H", "H", "H", "H", "H", "H", "H"],
  "xyz": [[1.133, -1.188, 1.224], [0.519, -0.669, -0.141], [1.735, -0.592, -1.160], [0.080, 0.824, 0.105], [-1.250, 0.815, 0.775], [-2.528, 0.924, -0.325], [-2.585, -0.334, -1.115], [-2.469, 2.089, -1.228], [-3.907, 0.971, 0.571], [1.176, -2.306, 1.228], [0.516, -0.827, 2.083], [2.194, -0.832, 1.294], [-0.289, -1.315, -0.541], [2.112, -1.620, -1.366], [2.568, 0.009, -0.716], [1.438, -0.143, -2.139], [0.784, 1.356, 0.791], [0.099, 1.351, -0.877], [-1.326, 1.487, 1.538]],
  "mulliken_charge": [-1.2584, 0.6236, -1.4140, -1.0005, -0.2262, 1.1411, -0.5594, -0.5492, -0.2259, 0.3415, 0.3493, 0.2942, 0.3627, 0.3618, 0.3197, 0.3799, 0.3969, 0.3468, 0.3161]
}

---

[3]
{
  "formula": "C4H10FNS",
  "method": "ωB97M-V/def2-TZVPD",
  "orbital_gap_ev": [5.91, 5.91],
  "lumo_ev": [-2.94, -2.94],
  "e_homo_ev": [-8.9, -8.9],
  "symbols": ["C", "C", "C", "C", "N", "F", "S", "H", "H", "H", "H", "H", "H", "H", "H", "H", "H"],
  "xyz": [[-1.127, 0.949, 0.959], [-0.869, -0.373, 0.163], [0.174, -0.236, -1.073], [1.559, 0.364, -0.599], [2.787, -1.845, -0.535], [4.171, 1.731, 0.614], [2.443, -0.728, 0.464], [-2.137, 1.263, 0.871], [-0.903, 0.754, 2.002], [-0.365, 1.667, 0.614], [-0.474, -1.058, 0.856], [-1.740, -0.729, -0.253], [0.375, -1.410, -1.381], [-0.318, 0.128, -1.962], [2.228, 0.752, -1.382], [1.276, 1.211, 0.034], [3.109, -2.794, -0.244]],
  "mulliken_charge": [-0.9115, -0.6803, -0.6146, -0.4517, -0.3711, -0.7136, 0.4569, 0.3273, 0.2657, 0.2884, 0.3241, 0.4611, 0.2457, 0.3787, 0.4488, 0.2529, 0.2932]
}

---

Calculated electronic energy, -12045.8547, -23446.7756, -19347.9556 eV (same order as the records).
Calculated energy above the lowest of the compared OMol25 structures with the same formula, charge and spin, 0.6991, 1.1890, 4.5488 eV (same order as the records).